*w*
# C6H17N2

2 unconnected molecules or ions with the total composition C6H17N2 (ωB97M-V with the def2-TZVPD basis set, the Open Molecules 2025 dataset).

Properties
Kohn-Sham gap	8.161	eV
HOMO energy	-13.10	eV
net charge	+1

Each line ends with the Mulliken charge.
Atoms and positions in Å:
1 C 0.40 1.27 2.24  -0.887
2 C 1.35 1.85 1.23  -0.388
3 C 2.51 0.28 -0.34  -0.084
4 N 1.51 0.99 0.02  0.145
5 H -0.65 1.38 1.93  0.300
6 H 0.65 0.18 2.32  0.251
7 H 0.47 1.84 3.20  0.340
8 H 0.99 2.77 0.80  0.299
9 H 2.38 1.97 1.60  0.330
10 H 2.43 -0.33 -1.25  0.303
11 H 3.42 0.26 0.28  0.276
12 H 0.68 0.93 -0.55  0.103
13 C -1.30 -0.20 -1.19  0.193
14 C -1.45 -1.71 -0.94  -0.688
15 C -0.27 -2.35 -0.18  -0.713
16 N -2.35 0.43 -1.94  -0.697
17 H -0.28 -0.08 -1.63  0.215
18 H -1.23 0.28 -0.16  -0.190
19 H -1.53 -2.28 -1.90  0.318
20 H -2.39 -1.96 -0.42  0.372
21 H -0.27 -1.85 0.85  0.105
22 H 0.69 -2.14 -0.72  0.130
23 H -0.50 -3.43 -0.10  0.367
24 H -2.13 1.46 -1.92  0.275
25 H -3.09 0.45 -1.24  0.324

***

*x*
# C6H17N2

2 unconnected molecules or ions with the total composition C6H17N2 (ωB97M-V with the def2-TZVPD basis set, the Open Molecules 2025 dataset).

Properties
Kohn-Sham gap	9.958	eV
HOMO energy	-13.22	eV
net charge	+1

Each line ends with the Mulliken charge.
Atoms and positions in Å:
1 C 0.90 -1.70 1.53  -0.456
2 N 1.25 -3.12 1.60  -0.635
3 C -0.63 -1.56 1.29  -0.660
4 N -0.88 -0.09 0.95  -0.192
5 H 1.31 -1.16 0.60  0.300
6 H 1.23 -1.17 2.41  0.418
7 H 1.17 -3.48 0.67  0.260
8 H 2.25 -3.18 1.86  0.280
9 H -1.28 -1.83 2.04  0.461
10 H -0.88 -2.11 0.40  0.298
11 H -1.87 0.23 1.04  0.452
12 H -0.27 0.46 1.60  0.368
13 H -0.55 0.09 -0.01  -0.030
14 C -0.82 1.86 -1.31  -0.551
15 C 0.47 1.55 -1.59  0.158
16 C 1.71 2.35 -1.18  -1.060
17 C -2.02 1.01 -1.65  -0.901
18 H -1.03 2.69 -0.65  0.343
19 H 0.62 0.63 -2.12  0.394
20 H 2.31 1.76 -0.42  0.231
21 H 2.30 2.67 -2.06  0.335
22 H 1.41 3.26 -0.64  0.320
23 H -1.64 0.04 -2.13  0.255
24 H -2.76 1.60 -2.30  0.349
25 H -2.56 0.84 -0.70  0.263

***

*y*
# C6H17N2

A gas-phase ion, C6H17N2 (charge +1) (ωB97M-V with the def2-TZVPD basis set, the Open Molecules 2025 dataset).

Properties
Kohn-Sham gap	9.826	eV
HOMO energy	-13.12	eV
net charge	+1
SMILES	CCC[C@@H]([NH3+])CNC

Each line ends with the Mulliken charge.
Atoms and positions in Å:
1 C -0.14 3.15 1.49  -1.355
2 C 0.30 2.37 0.25  -0.399
3 C 0.80 0.95 0.69  -1.041
4 C 0.48 -0.14 -0.32  0.235
5 N 1.45 -1.25 -0.23  -0.216
6 C -0.95 -0.68 -0.12  -0.762
7 N -0.96 -2.15 -0.19  -0.314
8 C -1.02 -2.74 -1.50  -1.114
9 H -1.06 2.67 1.87  0.339
10 H 0.61 3.15 2.28  0.345
11 H -0.38 4.19 1.26  0.379
12 H -0.56 2.31 -0.41  0.328
13 H 1.09 2.91 -0.30  0.389
14 H 0.43 0.67 1.67  0.447
15 H 1.87 1.16 0.80  0.310
16 H 0.53 0.26 -1.35  0.246
17 H 1.35 -1.88 0.57  0.352
18 H 2.41 -0.90 -0.23  0.400
19 H 1.43 -1.92 -1.00  0.342
20 H -1.27 -0.47 0.90  0.427
21 H -1.68 -0.32 -0.84  0.321
22 H -1.64 -2.57 0.42  0.252
23 H -2.04 -2.99 -1.83  0.339
24 H -0.38 -3.64 -1.52  0.361
25 H -0.68 -2.13 -2.36  0.388

***

*z*
# C6H17N2

2 unconnected molecules or ions with the total composition C6H17N2 (ωB97M-V with the def2-TZVPD basis set, the Open Molecules 2025 dataset).

Properties
Kohn-Sham gap	6.546	eV
HOMO energy	-12.73	eV
net charge	+1

Each line ends with the Mulliken charge.
Atoms and positions in Å:
1 C 1.41 0.84 2.15  -1.054
2 C 1.37 -0.32 1.08  -0.352
3 C 0.02 -0.49 0.53  0.000
4 C -0.40 0.27 -0.57  -0.709
5 C 0.46 -0.23 -1.92  -0.807
6 N 0.07 0.42 -3.08  -0.206
7 C -1.27 0.19 -3.59  -0.886
8 N -1.22 -0.92 3.74  -0.570
9 H 0.56 0.76 2.83  0.308
10 H 1.37 1.82 1.69  0.332
11 H 2.38 0.77 2.63  0.351
12 H 1.75 -1.23 1.52  0.321
13 H -0.45 -1.45 0.73  0.627
14 H 2.04 -0.01 0.27  0.227
15 H -0.19 1.33 -0.39  0.338
16 H -1.43 0.08 -0.85  0.368
17 H 1.51 -0.02 -1.71  0.409
18 H 0.30 -1.31 -1.98  0.411
19 H 0.33 1.40 -3.05  0.271
20 H -1.56 -0.84 -3.44  0.359
21 H -1.27 0.41 -4.66  0.314
22 H -2.04 0.86 -3.22  0.332
23 H -0.62 -0.70 4.51  0.211
24 H -0.94 -0.75 2.80  0.204
25 H -2.20 -0.88 3.96  0.201

***

Verdict on stability: *y* comes out on top.

***

*w*
# C3H3NO2S2

C3H3NO2S2 in the gas phase (ωB97M-V with the def2-TZVPD basis set, the Open Molecules 2025 dataset).

Properties
Kohn-Sham gap	9.362	eV
HOMO energy	-9.69	eV
SMILES	O=c1cc(S)n(S)o1

Each line ends with the Mulliken charge.
Atoms and positions in Å:
1 O -2.74 -0.50 -0.41  -0.594
2 C -1.54 -0.33 0.00  0.447
3 C -0.36 -1.20 -0.08  -0.118
4 C 0.62 -0.39 0.16  0.008
5 S 2.42 -0.72 0.06  -0.174
6 N 0.21 0.99 0.72  0.005
7 S 0.76 2.17 -0.41  -0.086
8 O -1.27 0.90 0.64  -0.169
9 H -0.53 -2.36 -0.25  0.319
10 H 2.07 -2.01 -0.83  0.182
11 H 0.36 3.46 0.40  0.181

***

*x*
# C3H3NO2S2

C3H3NO2S2 in the gas phase (ωB97M-V with the def2-TZVPD basis set, the Open Molecules 2025 dataset).

Properties
Kohn-Sham gap	9.128	eV
HOMO energy	-9.17	eV
SMILES	O=C1CN(S)C(=S)O1

Each line ends with the Mulliken charge.
Atoms and positions in Å:
1 O 2.81 0.35 -0.25  -0.561
2 C 1.59 0.30 0.00  0.569
3 C 0.67 -0.94 0.21  -0.311
4 N -0.58 -0.31 -0.06  -0.037
5 S -2.12 -1.09 -0.14  -0.122
6 C -0.50 1.04 0.01  0.473
7 S -1.63 2.18 -0.01  -0.440
8 O 0.80 1.33 -0.07  -0.258
9 H 0.95 -1.68 -0.58  0.276
10 H 0.69 -1.44 1.29  0.262
11 H -2.69 0.24 -0.40  0.151

***

Verdict on stability: *x* comes out on top.

***

*w*
# C3H3NO2S2

C3H3NO2S2 in the gas phase (ωB97M-V with the def2-TZVPD basis set, the Open Molecules 2025 dataset).

Properties
Kohn-Sham gap	8.667	eV
HOMO energy	-9.45	eV
SMILES	O=C1CONC(=S)S1

Each line ends with the Mulliken charge.
Atoms and positions in Å:
1 O -2.19 -1.72 -1.04  -0.535
2 C -1.35 -1.08 -0.29  0.487
3 C -1.09 -1.17 1.33  -0.247
4 O -0.48 0.10 1.78  -0.293
5 N 0.89 -0.09 1.24  -0.297
6 C 0.92 0.69 -0.02  0.342
7 S 2.20 1.18 -0.75  -0.265
8 S -0.62 0.45 -0.88  -0.084
9 H -0.35 -1.89 1.69  0.317
10 H -2.12 -1.48 1.71  0.303
11 H 1.47 0.31 1.95  0.272

***

*x*
# C3H3NO2S2

C3H3NO2S2 in the gas phase (ωB97M-V with the def2-TZVPD basis set, the Open Molecules 2025 dataset).

Properties
Kohn-Sham gap	7.869	eV
HOMO energy	-9.51	eV
SMILES	O=CNC(=S)C(=O)S

Each line ends with the Mulliken charge.
Atoms and positions in Å:
1 O 3.08 -0.61 -0.19  -0.531
2 C 2.18 0.26 0.02  0.146
3 N 0.88 -0.31 -0.16  -0.161
4 C -0.27 0.35 -0.08  0.100
5 S -0.53 1.99 0.03  -0.318
6 C -1.36 -0.65 0.16  0.635
7 O -0.98 -1.79 0.24  -0.536
8 S -3.11 -0.19 -0.18  -0.152
9 H 2.37 1.31 0.44  0.270
10 H 0.78 -1.45 -0.32  0.403
11 H -3.04 1.10 0.04  0.144

***

Verdict on stability: *x* comes out on top.

***

*w*
# C28H26FN8O4STi

A molecular structure, C28H26FN8O4STi (ωB97M-V with the def2-TZVPD basis set, the Open Molecules 2025 dataset).

Properties
Kohn-Sham gap	5.624	eV
HOMO energy	-15.69	eV
net charge	+3

Each line ends with the Mulliken charge.
Atoms and positions in Å:
1 Ti -0.29 -0.50 0.79  -0.458
2 C 2.08 -0.48 2.65  -1.334
3 N 1.27 0.52 1.88  0.210
4 C 0.71 1.60 2.76  -1.096
5 C -0.78 1.51 2.90  0.877
6 C -1.50 2.49 3.54  -1.073
7 C -2.86 2.29 3.76  -0.382
8 C -3.45 1.11 3.31  -1.056
9 C -2.68 0.20 2.62  -0.353
10 N -1.36 0.40 2.41  0.724
11 C 2.12 1.13 0.80  -1.464
12 C 2.40 0.06 -0.22  0.774
13 C 3.50 0.04 -1.04  -1.052
14 C 3.65 -1.02 -1.93  -0.516
15 C 2.70 -2.04 -1.96  -1.120
16 C 1.62 -1.95 -1.12  -0.482
17 N 1.46 -0.92 -0.26  1.626
18 C 1.29 -1.71 3.03  0.967
19 C 1.74 -2.55 4.02  -1.084
20 C 1.05 -3.73 4.26  -0.362
21 C -0.06 -4.03 3.49  -0.995
22 C -0.44 -3.15 2.51  -0.333
23 N 0.22 -2.00 2.27  0.904
24 H 2.51 -0.01 3.53  0.633
25 H 2.92 -0.80 2.02  0.472
26 H 1.02 2.57 2.39  0.575
27 H 1.15 1.49 3.75  0.567
28 H -1.01 3.39 3.89  0.543
29 H -3.45 3.03 4.27  0.483
30 H -4.50 0.91 3.48  0.483
31 H -3.10 -0.72 2.23  0.676
32 H 3.04 1.53 1.21  0.707
33 H 1.55 1.93 0.31  0.698
34 H 4.24 0.83 -0.98  0.603
35 H 4.51 -1.06 -2.59  0.518
36 H 2.80 -2.88 -2.62  0.520
37 H 0.86 -2.71 -1.10  0.535
38 H 2.61 -2.29 4.61  0.550
39 H 1.38 -4.41 5.04  0.472
40 H -0.62 -4.94 3.64  0.476
41 H -1.31 -3.34 1.88  0.581
42 F -3.18 -2.12 -5.19  -0.252
43 C -2.83 -2.00 -3.93  0.273
44 C -2.96 -0.85 -3.27  -0.065
45 N -2.58 -0.70 -1.93  0.253
46 C -2.89 0.58 -1.27  -1.195
47 C -1.72 1.50 -0.96  0.598
48 O -1.71 2.66 -1.21  -0.524
49 O -0.77 0.90 -0.20  -0.035
50 C -2.03 -1.73 -1.29  0.536
51 O -1.57 -1.65 -0.07  -0.948
52 N -1.92 -2.89 -1.92  -0.004
53 C -2.26 -3.19 -3.29  0.147
54 O -2.07 -4.27 -3.74  -0.479
55 H -3.36 0.04 -3.75  0.415
56 H -3.41 0.38 -0.33  0.236
57 H -3.58 1.12 -1.91  0.528
58 H -1.54 -3.68 -1.40  0.269
59 S 0.15 0.39 -3.25  -0.457
60 C 0.78 1.95 -3.28  -0.165
61 N 0.80 2.61 -4.49  0.014
62 C 1.24 3.87 -4.64  -0.069
63 C 1.69 4.55 -3.56  -1.037
64 C 1.69 3.85 -2.35  0.187
65 N 1.27 2.60 -2.20  0.162
66 H 0.46 2.09 -5.28  0.274
67 H 1.20 4.28 -5.65  0.446
68 H 2.04 5.57 -3.63  0.434
69 H 2.06 4.34 -1.45  0.443

***

*x*
# C28H26FN8O4STi

A molecular structure, C28H26FN8O4STi (ωB97M-V with the def2-TZVPD basis set, the Open Molecules 2025 dataset).

Properties
Kohn-Sham gap	8.132	eV
HOMO energy	-16.91	eV
net charge	+3

Each line ends with the Mulliken charge.
Atoms and positions in Å:
1 Ti -0.67 -0.35 0.23  -0.867
2 C -0.58 0.74 -2.60  -1.462
3 N 0.40 0.32 -1.55  0.433
4 C 1.24 -0.79 -2.05  -1.473
5 C 0.38 -2.02 -2.13  0.874
6 C 0.67 -3.07 -2.99  -1.115
7 C -0.19 -4.16 -3.03  -0.411
8 C -1.31 -4.15 -2.22  -1.089
9 C -1.52 -3.07 -1.38  -0.226
10 N -0.69 -2.02 -1.32  0.806
11 C 1.27 1.46 -1.15  -1.057
12 C 0.48 2.38 -0.27  0.614
13 C 0.81 3.71 -0.08  -1.082
14 C 0.00 4.50 0.73  -0.469
15 C -1.11 3.92 1.32  -1.128
16 C -1.36 2.58 1.11  -0.220
17 N -0.58 1.82 0.32  0.735
18 C -2.01 0.74 -2.13  0.881
19 C -3.02 1.26 -2.92  -1.052
20 C -4.31 1.33 -2.41  -0.519
21 C -4.56 0.86 -1.13  -1.048
22 C -3.51 0.31 -0.42  -0.402
23 N -2.26 0.24 -0.91  0.921
24 H -0.49 0.09 -3.46  0.621
25 H -0.34 1.75 -2.95  0.701
26 H 2.05 -0.98 -1.35  0.516
27 H 1.67 -0.55 -3.02  0.711
28 H 1.54 -3.03 -3.64  0.552
29 H 0.00 -4.99 -3.69  0.474
30 H -2.02 -4.96 -2.24  0.488
31 H -2.40 -3.03 -0.75  0.666
32 H 1.66 1.98 -2.02  0.697
33 H 2.12 1.07 -0.58  0.429
34 H 1.69 4.12 -0.56  0.575
35 H 0.23 5.54 0.88  0.491
36 H -1.78 4.50 1.94  0.516
37 H -2.21 2.09 1.58  0.517
38 H -2.80 1.62 -3.91  0.578
39 H -5.11 1.75 -3.00  0.471
40 H -5.54 0.91 -0.69  0.512
41 H -3.66 -0.10 0.57  0.599
42 F -2.61 -4.11 5.86  -0.249
43 C -2.40 -3.57 4.69  0.128
44 C -1.21 -3.07 4.37  -0.007
45 N -0.93 -2.46 3.14  0.276
46 C 0.47 -2.10 2.89  -1.128
47 C 0.63 -0.84 2.01  1.469
48 O 0.90 -1.13 0.71  -0.381
49 O -0.36 0.04 2.08  -0.691
50 C -1.92 -2.32 2.24  0.451
51 O -1.80 -1.74 1.12  -0.255
52 N -3.12 -2.83 2.56  -0.089
53 C -3.53 -3.51 3.76  0.168
54 O -4.64 -3.92 3.87  -0.489
55 H -0.39 -3.16 5.07  0.478
56 H 0.97 -2.92 2.37  0.202
57 H 0.94 -1.94 3.85  0.537
58 H -3.86 -2.74 1.87  0.212
59 S 2.37 0.00 2.55  -0.497
60 C 2.16 0.60 4.15  0.531
61 N 3.25 1.15 4.75  -0.026
62 C 3.20 1.65 6.00  -0.027
63 C 2.02 1.60 6.68  -0.793
64 C 0.93 1.01 6.02  0.035
65 N 1.01 0.52 4.79  -0.265
66 H 4.13 1.16 4.24  0.276
67 H 4.11 2.06 6.41  0.448
68 H 1.93 1.99 7.69  0.437
69 H -0.04 0.94 6.50  0.489

***

Verdict on stability: *x* comes out on top.